Density functional theory data (ωB97M-V/def2-TZVPD) for a molecular structure, C25H49Hg2O15S6.

Summary:
E_HOMO (spin up / spin down): -19.19 / -19.19 eV
Frontier orbital gap (spin up / spin down): 5.5 / 3.7 eV
Total charge: +4
2S+1: 2

Each line ends with the Löwdin charge.
Atoms and positions in Å:
Hg 2.4024 -0.7156 -2.9446  1.43
Hg 1.1029 3.1434 -0.4577  1.39
O -0.3757 -0.9631 0.6883  0.13
C 0.2476 -0.1465 -0.1502  -0.81
O 1.0677 -0.6085 -0.9691  -0.07
O 0.0636 1.0568 -0.0083  -0.07
H -0.8476 -0.4418 1.3418  0.05
C -2.6638 -2.4040 -3.2267  -0.24
C -2.0502 -2.6182 -1.9201  -0.18
C -0.7108 -3.4744 -2.1982  -0.13
S -0.1586 -3.1380 -4.0011  0.81
O 0.0615 -4.4571 -4.6523  -0.27
O 0.9275 -2.1340 -4.0195  -0.46
C -1.7281 -2.3232 -4.4088  -0.19
H -3.3498 -1.5571 -3.2444  0.12
H -3.3085 -3.2692 -3.3812  0.14
H -2.5361 -2.9410 -0.9994  0.13
H -1.6698 -1.6552 -1.5793  0.08
H -0.8288 -4.5565 -2.2554  0.10
H 0.0669 -3.2456 -1.4695  0.06
H -2.1816 -3.0138 -5.1198  0.12
H -1.5635 -1.3908 -4.9487  0.09
C 2.9096 -6.5070 -0.7165  -0.18
C 1.6944 -5.9474 0.1053  -0.14
C 2.0055 -4.4353 0.4846  -0.21
S 3.2407 -3.8442 -0.6674  0.73
O 4.3761 -3.3400 0.1393  -0.31
O 2.6176 -3.0399 -1.7212  -0.43
C 3.5470 -5.3837 -1.5082  -0.20
H 2.7607 -7.4505 -1.2417  0.13
H 3.6443 -6.9320 -0.0325  0.12
H 1.3498 -6.6294 0.8826  0.13
H 0.8740 -5.8525 -0.6060  0.09
H 2.6161 -4.4911 1.3858  0.10
H 1.2443 -3.7675 0.8880  0.10
H 4.5684 -5.1738 -1.8259  0.13
H 2.8829 -5.3653 -2.3723  0.11
C -0.8399 5.8144 4.3098  -0.19
C 0.5801 6.1038 3.8182  -0.22
C 1.4045 4.8404 3.7492  -0.15
S 0.0862 3.6034 3.1346  0.78
O 0.0744 2.4039 4.0043  -0.32
O 0.3386 3.4873 1.6997  -0.47
C -1.3218 4.7560 3.3699  -0.22
H -1.4854 6.6886 4.2248  0.14
H -0.8339 5.3890 5.3133  0.14
H 1.0771 6.7822 4.5117  0.14
H 0.4748 6.5681 2.8377  0.13
H 1.5398 4.5259 4.7841  0.12
H 2.3776 4.8067 3.2591  0.10
H -2.1989 4.1620 3.6265  0.10
H -1.5525 5.1948 2.3991  0.11
C 3.1558 -0.8765 2.9245  -0.23
C 4.6664 -0.5568 2.7083  -0.14
C 4.8304 0.6954 1.7658  -0.18
S 3.4666 1.8099 2.2253  0.82
O 2.8092 2.3402 0.9964  -0.48
O 3.9792 2.7519 3.2742  -0.30
C 2.3838 0.3660 2.9927  -0.16
H 3.1088 -1.5035 3.8149  0.13
H 2.8496 -1.6117 2.1803  0.10
H 5.2618 -1.3812 2.3157  0.12
H 4.9667 -0.3100 3.7266  0.13
H 4.7536 0.4190 0.7142  0.10
H 5.6572 1.4052 1.7915  0.11
H 1.5513 0.3293 2.2900  0.07
H 1.9902 0.5832 3.9856  0.11
C -2.4876 1.7322 -5.4181  -0.17
C -1.6714 2.9734 -5.6892  -0.20
C -0.2502 2.8928 -5.0395  -0.13
S -0.4786 1.8560 -3.4586  0.77
O -0.2673 2.7603 -2.4024  -0.41
O 0.2728 0.5753 -3.4733  -0.41
C -2.3755 1.6530 -3.8371  -0.14
H -2.4659 0.7108 -5.7981  0.12
H -3.4991 2.0628 -5.6541  0.13
H -2.2050 3.8553 -5.3348  0.13
H -1.5475 3.0090 -6.7715  0.14
H 0.4007 3.7611 -4.9376  0.12
H 0.2496 2.1101 -5.6103  0.10
H -2.9967 2.3619 -3.2896  0.11
H -2.7377 0.7104 -3.4268  0.07
C -4.7075 0.9778 1.6138  -0.16
C -3.2246 1.2415 1.4073  -0.20
C -2.3568 0.8333 2.6443  -0.13
S -3.2229 -0.6659 3.2272  0.86
O -3.1638 -0.6275 4.6494  -0.16
O -2.6764 -1.8653 2.5395  -0.14
C -4.9057 -0.3359 2.4736  -0.06
H -5.2790 0.9051 0.6885  0.14
H -5.0443 1.9313 2.0205  0.13
H -3.0471 2.2385 1.0040  0.14
H -2.9880 0.6374 0.5314  0.11
H -2.6265 1.5347 3.4338  0.12
H -1.2847 0.6527 2.5671  0.09
H -5.4641 0.1562 3.2699  0.13
H -5.3990 -1.2121 2.0528  0.13

Forces on the atoms, in the same order (eV/Å):
-2.1433 -1.8963 1.2247
-0.4690 -1.7321 1.2681
-0.0601 -1.3411 -0.1511
2.1268 0.0334 -0.9702
0.4460 -1.5901 -0.5128
-1.1541 3.2686 0.7435
-0.0267 0.0241 -0.2198
-2.6330 -0.4745 -0.5902
4.4597 0.3456 1.1346
-0.5951 0.4615 -0.4825
-0.6583 -2.9261 1.9282
-0.4155 3.5139 1.1468
0.5687 0.5401 -0.3761
0.2673 -1.0537 -1.4073
0.0068 0.1178 0.0511
-0.1525 0.0043 -0.3876
-0.7455 -0.7020 -0.7505
0.3951 0.3338 0.0510
-0.3856 0.0128 0.1547
0.1764 0.1366 -0.3739
0.3468 0.1313 -0.5055
0.1553 0.1304 0.5077
1.7002 -0.9090 2.5146
-0.2143 1.2613 -2.1975
1.0095 -1.8276 1.8122
0.6735 -0.5953 2.2110
-1.8789 -0.3662 -1.9922
-0.0734 2.3120 -1.0031
-1.1344 0.6163 -0.7364
-0.8189 0.5753 -0.7935
0.1758 0.4804 0.6686
0.3712 0.4532 0.2659
-0.3271 -0.3524 -0.0606
0.4499 -0.1358 0.1010
-0.4906 0.0885 -1.1540
0.3541 -1.3855 0.1173
0.3385 0.7590 -0.4347
0.5062 -0.6080 0.2833
0.2467 1.0246 -0.0496
-1.8208 -1.2032 1.0299
2.4313 1.3841 2.8640
-0.6887 1.4619 -2.0539
-0.6171 -0.6730 -1.7011
-0.7605 -1.2226 -1.0053
0.1065 -0.0504 0.2981
-0.0565 0.4321 0.2313
0.0052 0.2367 -0.2589
0.3109 0.2691 -0.0325
0.2459 -0.3009 0.0257
-0.4399 -0.0690 -0.4563
0.0675 0.0257 0.4833
0.3331 -0.1241 -0.2406
2.0020 -2.0585 -0.7100
0.1181 1.4337 0.2645
-0.7998 -0.0823 -0.0165
0.9485 -0.5501 3.0823
-0.0154 0.2478 -0.2816
-1.7838 -1.9143 -2.8150
-1.0828 1.7002 -0.8488
-0.0985 0.5078 0.4016
-0.3754 0.5172 -0.6083
-0.2074 0.0177 0.1314
0.8010 0.1477 -0.2347
-0.4237 -0.1004 -0.0173
0.5116 -0.5489 0.6954
-0.1651 0.2683 0.0680
0.3770 0.6174 -0.1264
-1.2464 0.5776 3.3490
1.7769 0.0403 -0.9350
-0.6122 -2.7309 -0.2098
-2.0551 -1.0784 -5.7386
1.2189 2.7290 4.6808
-0.6302 1.3193 0.0496
0.1113 -1.5688 -0.1293
1.2208 0.4216 -0.7161
-0.2814 -0.2458 0.2357
-0.0763 -0.1215 -0.1311
0.2320 0.6559 -0.0058
-0.4064 0.0029 0.3584
0.4935 0.2888 -0.3910
0.7503 0.7804 -0.1218
0.5290 -0.3754 -0.0619
0.7080 0.0715 -0.1403
0.7861 -1.5331 -1.8355
-1.7003 1.5483 -1.1969
0.5519 -2.3378 0.4837
-0.4823 0.2946 0.1054
-0.7070 1.5787 -0.1371
-0.8537 2.8095 -0.0071
0.3951 -0.3215 -0.2096
-0.8368 -0.6380 1.1359
0.3031 0.3112 0.7364
0.7079 -0.3648 0.0509
0.5581 -0.1922 0.4468
-0.1749 0.2711 0.1825
-0.0930 -1.2752 0.9289
0.4924 -0.0161 0.0190

***

Density functional theory data (ωB97M-V/def2-TZVPD) for a molecular structure, C25H50Br14O5.

Summary:
E_HOMO: -8.06 eV
Frontier orbital gap: 8.3 eV

Each line ends with the Löwdin charge.
Atoms and positions in Å:
C -4.0894 -0.6789 -0.9632  -0.08
C -2.7043 -1.1179 -0.4734  -0.37
O -1.8927 -1.5601 -1.2777  -0.40
C -2.4198 -1.0609 1.0292  -0.20
H -4.1581 0.3639 -1.2733  0.04
H -4.9142 -0.8862 -0.2814  0.10
H -4.2904 -1.2915 -1.8421  0.02
H -1.3726 -1.2999 1.2143  -0.03
H -3.0320 -1.7451 1.6169  0.00
H -2.5920 -0.0972 1.5085  0.00
O -3.9134 1.1539 0.4155  0.04
C -3.5457 2.3028 0.3686  -0.56
O -2.4966 2.8776 0.9036  -0.18
C -1.4899 2.1515 1.6327  -0.51
C -0.6259 3.1487 2.4734  -0.20
C -4.3007 3.3213 -0.4529  -0.20
H -0.8997 1.6341 0.8762  -0.06
H -1.9128 1.4004 2.2998  -0.18
H -1.0902 3.3956 3.4282  0.08
H -0.4785 4.0994 1.9611  0.06
H 0.3203 2.6758 2.7364  -0.01
H -5.1595 2.9793 -1.0305  0.00
H -3.5164 3.6440 -1.1376  -0.06
H -4.6486 4.1394 0.1778  0.11
O 2.9579 0.4381 2.3803  0.01
C 3.9166 -0.3155 2.2813  -0.43
O 4.5859 -0.8790 3.3571  -0.03
C 4.0890 -0.6871 4.6818  -0.19
C 2.9572 -1.7250 4.9791  -0.05
C 4.5528 -0.8161 0.9955  0.01
H 3.6803 0.2859 4.9543  0.12
H 4.9884 -0.7955 5.2881  0.12
H 1.9667 -1.6823 4.5261  0.00
H 2.7197 -1.7678 6.0420  0.08
H 3.3579 -2.7112 4.7447  0.08
H 3.7709 -0.8913 0.2398  -0.02
H 4.9295 -1.8078 1.2456  0.09
H 5.4015 -0.1965 0.7061  0.10
Br 1.0407 2.0960 0.7250  1.05
C 0.1365 0.3409 0.2755  -0.56
C 1.0752 -0.5557 -0.4262  -0.71
Br 0.2302 -2.3437 -0.6465  1.05
H -0.7338 0.6171 -0.3199  0.02
H -0.1417 -0.0565 1.2515  -0.04
H 1.9578 -0.6946 0.1982  0.00
H 1.3216 -0.0696 -1.3702  -0.24
Br -1.1874 0.3096 3.0525  1.10
C 0.5737 -0.6769 3.1565  -0.46
C 0.2106 -2.1694 3.0581  -0.67
Br -0.9770 -2.7713 4.5031  0.60
H 1.1136 -0.3547 4.0469  0.05
H 1.2035 -0.3003 2.3506  0.02
H 1.1330 -2.7409 3.1619  0.07
H -0.2454 -2.2876 2.0751  -0.06
Br 3.0223 0.3319 -1.6294  1.05
C 3.3021 0.9746 -3.4372  -0.67
C 2.0863 0.7482 -4.2801  -0.70
Br 2.4299 1.8374 -5.9165  0.63
H 4.0555 0.2780 -3.8051  0.06
H 3.7611 1.9630 -3.4172  -0.11
H 1.2545 1.2182 -3.7554  -0.17
H 1.7844 -0.2664 -4.5401  0.06
Br 0.2149 -5.4332 -1.4930  0.68
C -0.7054 -4.2359 -0.1869  -0.85
C -1.4652 -4.9079 0.9294  -0.50
Br -2.0830 -3.6204 2.3288  0.75
H -1.3729 -3.5147 -0.6584  0.01
H 0.0873 -3.6751 0.3084  -0.11
H -0.7969 -5.6496 1.3669  0.06
H -2.2942 -5.4886 0.5250  0.06
Br 3.4402 3.8296 -2.5983  0.72
C 1.8636 3.0490 -1.6212  -0.83
C 1.0628 4.2432 -1.1200  -0.55
Br -0.8520 3.7243 -0.7275  1.00
H 2.3616 2.5123 -0.8137  -0.11
H 1.3538 2.4049 -2.3376  -0.14
H 1.0266 5.0574 -1.8438  0.05
H 1.5759 4.6315 -0.2402  0.06
Br -4.0580 2.6510 -2.7719  0.95
C -2.2388 2.1371 -3.3180  -0.56
C -1.6949 1.3873 -2.1302  -0.61
Br 0.2482 1.0644 -2.4027  1.12
H -1.6444 3.0480 -3.3889  0.04
H -2.1480 1.5428 -4.2271  0.05
H -2.2138 0.4333 -2.0364  -0.04
H -1.8469 1.8450 -1.1527  -0.05
Br 1.4465 -3.4903 -2.8836  0.52
C -0.5177 -3.0333 -2.9504  -0.69
C -0.7284 -1.5160 -3.2877  -0.62
Br -2.6386 -1.1923 -3.5394  0.97
H -0.8823 -3.4097 -1.9946  -0.10
H -0.9372 -3.6583 -3.7387  0.06
H -0.1983 -1.2528 -4.2030  0.05
H -0.4231 -0.9092 -2.4352  -0.07

Forces on the atoms, in the same order (eV/Å):
-0.3858 -1.6670 -1.1081
-1.3734 -0.1235 0.9195
-3.2028 0.8606 3.1663
-0.1911 0.3085 -1.2186
0.0625 -0.6880 -0.1899
0.4241 0.2555 0.4346
-0.1525 -0.0476 0.1989
-0.8265 -0.2695 -0.4266
-0.3122 0.4767 -0.7621
-0.6289 -0.6097 -1.5416
0.7227 1.2644 1.9211
-2.4857 0.4656 -0.5346
-0.6514 0.6227 0.9492
-1.7247 3.1931 -0.5308
-1.3238 -0.1317 0.9694
0.1366 1.6260 2.8541
-1.8225 0.7287 1.3525
-3.1524 4.5689 -3.0127
-0.5684 -0.0558 0.0044
0.1488 -0.2559 -0.1762
-0.5724 0.5150 0.2549
0.0326 -0.1481 1.2536
-0.6336 1.2663 1.3948
0.2606 0.1581 0.3516
2.1259 -1.1877 0.1671
-0.0041 0.3133 0.8334
-0.9047 1.1375 -1.2285
-1.5371 -0.5163 0.5194
1.1821 -0.7875 0.6900
-0.4679 -0.4360 1.1279
0.2117 0.4569 -0.8764
-0.3259 -0.4930 0.2218
0.9721 0.5327 -0.1556
0.2878 0.2247 0.2268
0.0116 -0.1665 -0.0400
0.7088 0.0055 0.1960
0.0958 -0.0203 -0.3062
-0.2673 0.1248 -0.1562
2.9625 -3.6435 0.5753
0.9984 -0.6071 0.5600
-1.4872 -1.0056 1.0102
7.4985 9.3583 4.2546
0.4258 -0.3948 0.3885
0.1370 0.5977 -1.0970
-0.2771 -0.3453 0.0025
-1.3258 -2.5826 2.2653
6.0325 -5.8341 7.7412
-1.2316 -0.6668 1.3861
1.4917 1.6327 0.5322
2.0966 1.7962 2.4930
-0.7492 0.0094 -0.0019
-0.6206 -0.3584 -0.0354
-0.2244 -0.3554 -0.2276
0.2591 -0.4920 0.6194
4.9908 1.2166 -2.6928
2.1306 -2.2399 -1.0294
0.7094 1.6896 -0.8387
-0.3585 -0.6307 0.3534
0.2924 0.1167 0.0125
-0.6886 -0.8121 -0.2601
1.6319 0.1222 -3.1282
0.5662 0.0201 -0.0338
-2.2715 -2.8409 2.8902
-1.9614 -3.9433 1.9628
-0.4684 -1.3952 -0.8092
-1.5939 -4.7865 -3.3185
-0.7590 -1.2188 0.0369
-0.2580 -2.9269 1.1120
-0.0986 0.3077 0.6022
-0.3232 0.2851 0.2512
-0.2130 1.8281 0.6356
2.3111 2.6769 -0.6441
-0.1118 -0.0507 -0.7698
2.1302 3.8730 -1.4335
-0.0619 0.6852 -1.3303
1.7757 2.5938 0.6958
-0.2093 -0.2556 -0.0448
-0.6163 0.0037 0.3294
1.2760 -2.3100 -5.9713
0.8248 0.4288 0.4614
-1.0051 -1.4290 0.1558
-8.3919 0.6974 -0.1635
-0.4219 0.1920 -0.3667
-0.4755 0.1186 0.0843
0.7086 0.3633 -0.3798
0.2543 -0.0499 -0.8357
1.1983 2.3252 -4.0338
0.0219 0.1625 -2.4395
0.1741 -2.2690 -0.0783
0.2015 -0.6552 -3.7649
-0.4326 0.4869 -2.1612
0.2188 0.0174 -0.1937
-0.2018 -0.0332 0.0794
-0.3492 -0.9738 -1.1512